The following is a DFT calculation (ωB97M-V/def2-TZVPD) of a 2-piece molecular cluster, ClHNO2S overall.

The geometry in XYZ format:
```
6
ClHNO2S ωB97M-V/def2-TZVPD
N -1.4884 1.4196 0.1825
O 0.9048 -0.8762 1.4586
O 1.1103 0.3032 -0.7015
S 0.2445 -0.4036 0.1979
Cl -0.2065 -2.3081 -1.0919
H -0.5647 1.8650 -0.0457
```

Properties
Maximum force   0.055 hartree/bohr
ΔE to the lowest compared entry with this formula, charge and spin   3.397 eV
Total charge   -1
E   -1064.15137 Eh